2 unconnected molecules or ions with the total composition C4H13NO in a non-equilibrium geometry, computed with the ωB97M-V functional and the def2-TZVPD basis.

Structure (ORCA input):
```
! wB97M-V def2-TZVPD RIJCOSX def2/J DEFGRID3
* xyz 0 1
C -1.457 -2.032 0.590
N -1.905 -0.949 -0.273
C -1.192 1.170 0.702
C -0.955 0.212 -0.410
C 0.546 -0.201 -0.337
H -1.350 -1.768 1.662
H -2.168 -2.912 0.573
H -0.445 -2.268 0.261
H -2.763 -0.544 -0.026
H -0.718 2.234 0.663
H -2.269 1.274 0.703
H -0.960 0.743 1.741
H -1.275 0.585 -1.366
H 0.969 0.615 -0.847
H 1.016 -0.351 0.584
H 0.701 -1.202 -1.026
H 4.326 2.433 -0.619
H 4.453 0.740 -0.725
O 4.021 1.521 -0.367
*
```

Values from the calculation:
* HOMO level: -8.424 eV
* structure (SMILES): CNC(C)C.O
* energy: -290.1324 a.u.
* HOMO-LUMO gap: 9.275 eV

---

C17H24N2O4S in the gas phase in a non-equilibrium geometry, computed with the ωB97M-V functional and the def2-TZVPD basis.

Structure (ORCA input):
```
! wB97M-V def2-TZVPD RIJCOSX def2/J DEFGRID3
* xyz 0 1
O 2.037 0.008 2.599
C 1.587 -0.851 1.863
N 1.107 -2.032 2.301
C 0.573 -3.055 1.433
H 1.127 -3.055 0.491
C -0.932 -2.913 1.138
H -1.075 -2.343 0.219
H -1.336 -3.913 0.970
C -1.722 -2.226 2.253
H -1.512 -1.155 2.241
C -1.437 -2.765 3.659
C -0.291 -2.026 4.351
C 1.078 -2.294 3.726
H 1.369 -3.336 3.890
H 1.820 -1.640 4.189
H -0.488 -0.953 4.316
H -0.245 -2.323 5.400
H -2.332 -2.638 4.271
H -1.222 -3.835 3.614
H -2.782 -2.347 2.023
H 0.757 -4.014 1.926
C 1.550 -0.645 0.373
C 0.402 -0.145 -0.230
C 0.402 0.097 -1.588
C 1.520 -0.132 -2.367
C 2.672 -0.609 -1.762
C 2.687 -0.859 -0.399
H 3.586 -1.226 0.075
H 3.558 -0.787 -2.351
H 1.465 0.061 -3.426
S -1.076 0.739 -2.362
O -1.254 0.114 -3.639
O -2.159 0.680 -1.418
N -0.600 2.330 -2.646
C -0.569 3.132 -1.440
H 0.041 2.613 -0.698
C 0.049 4.490 -1.781
H 0.010 5.158 -0.919
O -0.659 5.133 -2.812
C -0.697 4.341 -3.977
H -1.273 4.905 -4.712
C -1.354 2.989 -3.696
H -1.331 2.342 -4.572
H -2.397 3.145 -3.387
H 0.324 4.177 -4.351
H 1.096 4.339 -2.084
H -1.584 3.267 -1.040
H -0.494 0.061 0.334
*
```

Values from the calculation:
* HOMO level: -9.377 eV
* structure (SMILES): O=C(c1cccc(S(=O)(=O)N2CCOCC2)c1)N1CCCCCC1
* energy: -1470.8467 a.u.
* HOMO-LUMO gap: 9.828 eV

---

A gas-phase ion, C2H3N2O3 (charge -1) in a non-equilibrium geometry, computed with the ωB97M-V functional and the def2-TZVPD basis.

Structure (ORCA input):
```
! wB97M-V def2-TZVPD RIJCOSX def2/J DEFGRID3
* xyz -1 1
C 0.090 0.576 0.318
C 1.198 -0.234 0.313
N -1.586 0.149 0.173
N 2.398 0.244 -0.096
O -2.392 1.014 -0.279
O 2.450 1.298 -0.654
O 3.363 -0.533 0.020
H 0.416 1.486 -0.194
H 1.305 -1.231 0.674
H -1.806 -0.306 1.015
*
```

Values from the calculation:
* HOMO level (spin up / spin down): -2.092 / -3.821 eV
* energy: -413.0388 a.u.
* HOMO-LUMO gap (spin up / spin down): 6.175 / 8.053 eV

---

A gas-phase ion, C7H17NP (charge +1) in a non-equilibrium geometry, computed with the ωB97M-V functional and the def2-TZVPD basis.

Structure (ORCA input):
```
! wB97M-V def2-TZVPD RIJCOSX def2/J DEFGRID3
* xyz 1 1
C 2.190 1.028 1.033
C 1.205 1.231 -0.089
C 1.331 0.590 2.206
C -0.009 0.309 0.226
C -1.473 -1.452 -3.549
C -1.003 -0.016 2.455
C -0.878 -0.515 -2.464
N 0.223 -0.215 1.584
P -0.054 -1.231 -0.921
H 2.783 0.214 0.731
H 2.750 1.814 1.270
H 0.970 2.400 0.072
H 1.542 1.212 -1.177
H 1.727 0.008 3.143
H 0.927 1.480 2.480
H -1.012 0.601 0.110
H -0.636 -1.690 -4.260
H -1.976 -2.299 -2.958
H -2.247 -0.927 -4.162
H -1.503 0.865 2.236
H -1.780 -0.880 2.438
H -0.683 0.178 3.604
H -1.696 -0.001 -2.141
H -0.073 0.213 -2.833
H 0.610 -1.197 1.401
H -1.236 -1.720 -0.434
*
```

Values from the calculation:
* HOMO level: -12.990 eV
* structure (SMILES): CCP[C@@H]1CCC[N@H+]1C
* energy: -672.6816 a.u.
* HOMO-LUMO gap: 10.154 eV

---

3 unconnected molecules or ions with the total composition C6H14O in a non-equilibrium geometry, computed with the ωB97M-V functional and the def2-TZVPD basis.

Structure (ORCA input):
```
! wB97M-V def2-TZVPD RIJCOSX def2/J DEFGRID3
* xyz 0 1
C -0.465 -1.754 0.058
C 0.504 0.291 0.719
C -0.611 0.694 0.049
C -0.829 -2.009 -1.377
C 1.900 0.303 0.196
C 0.115 2.844 0.487
O -1.449 -2.081 0.994
H -2.303 -1.762 0.678
H 0.454 -2.243 0.370
H 0.395 0.111 1.784
H -0.669 0.803 -1.026
H -1.549 0.755 0.584
H -1.073 -3.066 -1.557
H -1.698 -1.416 -1.685
H -0.003 -1.736 -2.036
H 2.382 -0.659 0.385
H 2.492 1.047 0.732
H 1.930 0.509 -0.874
H -0.869 3.296 0.400
H 0.573 2.989 1.462
H 0.775 3.082 -0.342
*
```

Values from the calculation:
* HOMO level (spin up / spin down): -6.215 / -6.482 eV
* energy: -312.0342 a.u.
* HOMO-LUMO gap (spin up / spin down): 7.147 / 7.382 eV

---

3 unconnected molecules or ions with the total composition C2H9NO3 in a non-equilibrium geometry, computed with the ωB97M-V functional and the def2-TZVPD basis.

Structure (ORCA input):
```
! wB97M-V def2-TZVPD RIJCOSX def2/J DEFGRID3
* xyz 0 1
C 3.593 -0.477 -2.337
C 2.584 -0.788 -1.280
N 2.391 0.070 -0.136
O 1.881 -1.815 -1.269
H 3.270 0.390 -2.904
H 3.838 -1.293 -3.039
H 4.572 -0.181 -1.694
H 1.639 -0.122 0.522
H 2.860 1.044 -0.232
H -4.707 1.268 1.920
H -5.624 2.278 2.588
O -5.374 1.874 1.781
H -3.163 -0.579 1.971
H -2.349 0.660 2.176
O -3.274 0.395 2.156
*
```

Values from the calculation:
* HOMO level: -9.898 eV
* structure (SMILES): CC(N)=O.O.O
* energy: -362.0618 a.u.
* HOMO-LUMO gap: 10.135 eV

---

2 unconnected molecules or ions with the total composition C8H9Cl2NO2, computed with the ωB97M-V functional and the def2-TZVPD basis.

Structure (ORCA input):
```
! wB97M-V def2-TZVPD RIJCOSX def2/J DEFGRID3
* xyz 0 1
O -0.865 -1.455 3.598
C -0.980 -1.168 2.445
O -0.398 -1.868 1.452
C -0.098 -1.103 0.276
C 0.765 0.102 0.564
C 0.645 1.255 -0.206
C 1.441 2.356 0.068
C 2.327 2.265 1.133
C 2.375 1.072 1.841
N 1.630 0.006 1.571
H -1.626 -0.341 2.101
H 0.405 -1.789 -0.405
H -1.038 -0.817 -0.209
H -0.067 1.290 -1.022
H 1.358 3.260 -0.519
H 2.956 3.101 1.408
H 3.061 0.982 2.676
C -2.504 -1.440 -3.437
Cl -2.107 -0.096 -2.354
Cl -1.236 -2.669 -3.450
H -3.424 -1.895 -3.091
H -2.619 -1.048 -4.439
*
```

Values from the calculation:
* HOMO level: -9.730 eV
* structure (SMILES): O=COCc1ccccn1.ClCCl
* energy: -1435.8465 a.u.
* HOMO-LUMO gap: 10.252 eV

---

4 unconnected molecules or ions with the total composition C24H55BBr2NO9S5 in a non-equilibrium geometry, computed with the ωB97M-V functional and the def2-TZVPD basis.

Structure (ORCA input):
```
! wB97M-V def2-TZVPD RIJCOSX def2/J DEFGRID3
* xyz -1 1
C 2.832 -5.014 5.881
C 1.470 -5.558 5.459
C 0.977 -4.975 4.117
C -0.284 -4.165 4.286
N -0.929 -3.803 2.980
C -0.577 -2.433 2.483
C 0.869 -2.269 1.992
C 1.660 -1.151 2.673
C 1.722 -1.170 4.215
B 0.666 -0.148 4.954
C 1.060 0.095 6.529
Br 0.774 -1.601 7.535
C 0.239 1.209 7.148
C -1.256 1.089 6.894
Br 0.469 1.397 9.122
C -2.328 -3.827 3.170
S -3.292 -4.751 2.237
S -2.947 -2.798 4.451
C -4.730 -2.844 4.171
C -5.378 -1.994 5.239
C -6.879 -1.867 4.969
H 3.500 -4.973 5.027
H 2.732 -4.035 6.325
H 3.299 -5.686 6.594
H 1.561 -6.632 5.341
H 0.756 -5.325 6.241
H 0.766 -5.784 3.426
H 1.791 -4.407 3.685
H -0.972 -4.799 4.835
H -0.143 -3.275 4.897
H -1.223 -2.300 1.619
H -0.857 -1.661 3.192
H 1.358 -3.233 2.036
H 0.823 -2.021 0.935
H 2.683 -1.230 2.303
H 1.306 -0.173 2.360
H 2.721 -0.819 4.492
H 1.662 -2.170 4.615
H -0.460 -0.636 4.930
H 0.605 0.928 4.365
H 2.107 0.353 6.614
H 0.568 2.157 6.749
H -1.805 1.677 7.620
H -1.558 0.056 7.012
H -1.467 1.422 5.886
H -4.940 -2.451 3.183
H -5.094 -3.863 4.202
H -4.908 -1.020 5.288
H -5.247 -2.461 6.208
H -7.409 -1.660 5.891
H -7.256 -2.809 4.586
H -7.086 -1.099 4.236
O 1.302 -1.878 -2.089
S 2.572 -1.383 -2.519
O 3.331 -0.497 -1.695
O 2.409 -0.748 -3.971
C 1.426 0.299 -4.148
C 1.852 1.611 -3.528
C 3.601 -2.736 -2.980
H 0.460 -0.029 -3.760
H 1.323 0.424 -5.225
H 1.921 1.538 -2.444
H 1.134 2.386 -3.765
H 2.834 1.908 -3.900
H 3.042 -3.404 -3.629
H 3.878 -3.243 -2.059
H 4.486 -2.349 -3.477
O 1.033 4.597 -4.038
S 1.764 5.824 -3.973
O 2.081 6.417 -2.712
O 1.032 6.899 -4.896
C -0.360 7.169 -4.628
C -0.576 7.978 -3.364
C 3.241 5.671 -4.917
H -0.912 6.228 -4.599
H -0.711 7.727 -5.493
H -0.275 7.423 -2.477
H -1.631 8.231 -3.261
H 0.009 8.898 -3.392
H 3.001 5.241 -5.885
H 3.898 5.010 -4.357
H 3.694 6.653 -5.018
O 0.683 2.293 -7.705
S -0.520 2.522 -8.446
O -1.775 2.678 -7.781
O -0.649 1.393 -9.560
C -0.633 0.016 -9.121
C -1.913 -0.402 -8.425
C -0.290 3.893 -9.526
H 0.239 -0.151 -8.487
H -0.493 -0.566 -10.029
H -2.054 0.134 -7.489
H -1.882 -1.468 -8.201
H -2.778 -0.196 -9.056
H 0.651 3.775 -10.057
H -0.266 4.781 -8.900
H -1.130 3.941 -10.214
*
```

Values from the calculation:
* HOMO level: -5.286 eV
* energy: -8843.1746 a.u.
* HOMO-LUMO gap: 6.548 eV

---

4 unconnected molecules or ions with the total composition C48H101N11O11P4 in a non-equilibrium geometry, computed with the ωB97M-V functional and the def2-TZVPD basis.

Structure (ORCA input):
```
! wB97M-V def2-TZVPD RIJCOSX def2/J DEFGRID3
* xyz 0 1
C 4.731 5.820 8.572
C 5.522 6.284 7.320
O 6.106 5.248 6.577
C 5.440 4.700 5.476
C 4.655 5.678 4.600
C 3.219 6.005 5.079
C 2.120 5.203 4.391
N 1.160 6.046 3.647
C 0.407 5.164 2.720
C 1.118 5.159 1.393
C 1.653 3.995 0.921
C 2.338 3.955 -0.264
C 2.496 5.111 -0.967
C 1.940 6.274 -0.512
C 1.251 6.321 0.657
O 0.699 7.494 1.111
C 4.437 3.657 6.033
C 5.202 2.507 6.697
C 4.322 1.814 7.696
N 3.085 1.235 7.257
O 4.656 1.725 8.848
O 6.454 3.916 4.859
C 6.583 3.840 3.488
O 6.955 5.036 2.858
C 7.805 2.920 3.242
O 7.621 1.619 3.818
C 7.766 0.630 2.788
C 7.179 -0.715 3.248
O 6.625 -1.455 2.151
C 5.259 -1.671 2.174
C 4.726 -2.376 3.229
C 3.400 -2.669 3.338
C 2.897 -3.479 4.502
C 2.577 -2.234 2.330
C 3.102 -1.554 1.279
C 4.440 -1.245 1.145
C 4.842 -0.519 -0.132
C 3.758 0.459 -0.606
C 6.151 0.266 -0.119
P 5.231 2.948 2.523
O 5.681 2.942 1.110
H 4.990 6.436 9.417
H 4.982 4.777 8.740
H 3.667 5.877 8.358
H 6.346 6.864 7.725
H 4.916 7.019 6.796
H 5.178 6.631 4.634
H 4.567 5.429 3.552
H 3.060 7.045 4.806
H 3.135 5.983 6.155
H 1.556 4.681 5.173
H 2.473 4.429 3.718
H 0.460 6.315 4.329
H -0.621 5.508 2.630
H 0.363 4.139 3.092
H 1.547 3.069 1.466
H 2.779 3.049 -0.634
H 3.052 5.114 -1.886
H 2.066 7.189 -1.070
H -0.252 7.371 1.146
H 3.799 4.080 6.802
H 3.818 3.246 5.235
H 6.099 2.833 7.200
H 5.459 1.777 5.930
H 2.453 2.001 7.035
H 3.273 0.800 6.356
H 6.373 5.186 2.103
H 8.001 2.844 2.181
H 8.614 3.390 3.792
H 8.841 0.487 2.671
H 7.354 0.970 1.848
H 8.003 -1.295 3.654
H 6.502 -0.538 4.078
H 5.402 -2.729 3.994
H 3.565 -3.362 5.341
H 1.913 -3.133 4.789
H 2.867 -4.529 4.227
H 1.520 -2.442 2.356
H 2.419 -1.273 0.500
H 4.919 -1.279 -0.913
H 4.147 1.154 -1.336
H 2.846 -0.024 -0.931
H 3.485 1.071 0.256
H 6.053 1.099 0.565
H 7.018 -0.353 0.060
H 6.271 0.706 -1.105
H 5.041 1.657 3.055
H 4.006 3.642 2.566
O 0.045 1.797 -1.913
P -0.960 2.169 -2.969
N -0.054 3.357 -3.826
C -0.127 4.796 -3.777
C 1.119 2.863 -4.526
N -2.178 2.767 -1.891
C -2.745 4.095 -1.928
C -2.112 2.309 -0.509
N -2.099 1.996 -4.205
C -2.211 2.776 -5.420
C -3.306 1.213 -3.915
H -0.190 5.210 -4.795
H 0.756 5.233 -3.293
H -0.999 5.172 -3.254
H 0.834 2.220 -5.372
H 1.770 2.283 -3.863
H 1.711 3.682 -4.934
H -2.070 4.839 -1.483
H -3.679 4.121 -1.358
H -3.015 4.400 -2.941
H -1.378 2.878 0.074
H -1.847 1.257 -0.455
H -3.091 2.417 -0.031
H -2.625 3.770 -5.222
H -2.873 2.276 -6.129
H -1.261 2.883 -5.938
H -4.118 1.854 -3.568
H -3.110 0.466 -3.149
H -3.654 0.674 -4.795
O -6.041 -0.331 -4.148
P -6.552 -1.588 -3.495
N -6.762 -2.580 -4.882
C -7.958 -2.923 -5.608
C -5.540 -2.948 -5.579
N -7.989 -0.896 -2.820
C -9.334 -1.361 -3.068
C -8.000 0.553 -2.651
N -6.641 -2.891 -2.423
C -6.959 -4.274 -2.734
C -6.739 -2.590 -0.995
H -8.014 -4.011 -5.759
H -7.986 -2.447 -6.597
H -8.874 -2.652 -5.095
H -4.928 -3.629 -4.970
H -4.933 -2.068 -5.822
H -5.758 -3.465 -6.512
H -9.706 -1.031 -4.046
H -10.016 -0.962 -2.311
H -9.416 -2.447 -2.989
H -8.242 1.073 -3.587
H -7.038 0.916 -2.301
H -8.742 0.839 -1.900
H -8.028 -4.405 -2.933
H -6.695 -4.926 -1.901
H -6.389 -4.655 -3.574
H -7.784 -2.547 -0.673
H -6.272 -1.634 -0.764
H -6.225 -3.347 -0.399
O -5.059 -6.607 -3.522
P -4.018 -7.692 -3.601
N -4.767 -8.737 -4.742
C -5.491 -9.969 -4.541
C -4.907 -8.198 -6.085
N -4.102 -8.179 -1.943
C -4.391 -9.517 -1.479
C -4.654 -7.211 -1.003
N -2.502 -8.427 -3.768
C -2.175 -9.618 -4.528
C -1.457 -8.053 -2.814
H -5.112 -10.749 -5.217
H -6.563 -9.848 -4.739
H -5.392 -10.376 -3.541
H -3.927 -8.085 -6.570
H -5.396 -7.218 -6.078
H -5.501 -8.857 -6.716
H -5.463 -9.746 -1.538
H -4.093 -9.625 -0.433
H -3.823 -10.275 -2.023
H -5.753 -7.214 -1.012
H -4.316 -6.204 -1.229
H -4.321 -7.440 0.013
H -2.523 -10.524 -4.025
H -1.094 -9.701 -4.653
H -2.580 -9.593 -5.537
H -1.440 -8.737 -1.961
H -1.613 -7.044 -2.440
H -0.472 -8.067 -3.286
*
```

Values from the calculation:
* HOMO level: -7.888 eV
* structure (SMILES): CCO[C@](CCCNCc1ccccc1O)(CCC(N)=O)O[C@@](O)(COCCOc1cc(C)ccc1C(C)C)[PH2]=O.CN(C)P(=O)(N(C)C)N(C)C.CN(C)P(=O)(N(C)C)N(C)C.CN(C)P(=O)(N(C)C)N(C)C
* energy: -4684.6946 a.u.
* HOMO-LUMO gap: 8.211 eV

---

2 unconnected molecules or ions with the total composition C4H11N4 in a non-equilibrium geometry, computed with the ωB97M-V functional and the def2-TZVPD basis.

Structure (ORCA input):
```
! wB97M-V def2-TZVPD RIJCOSX def2/J DEFGRID3
* xyz 1 1
C -2.177 -0.293 1.497
C -1.825 0.297 0.349
C -2.042 -0.331 -0.969
C -1.234 1.565 0.376
N 2.027 0.327 0.523
N 3.285 0.174 0.738
N 1.866 -0.809 -1.505
N 1.388 -0.119 -0.424
H -2.350 0.386 2.361
H -2.103 -1.325 1.724
H -1.262 0.009 -1.660
H -1.911 -1.400 -0.770
H -3.078 -0.190 -1.401
H -0.297 1.769 -0.153
H -1.598 2.298 1.099
H 3.806 -0.549 0.222
H 3.554 0.385 1.659
H 1.131 -1.192 -1.942
H 2.820 -1.002 -1.724
*
```

Values from the calculation:
* HOMO level: -11.707 eV
* energy: -377.5667 a.u.
* HOMO-LUMO gap: 4.930 eV

---

C5H8FNS in the gas phase in a non-equilibrium geometry, computed with the ωB97M-V functional and the def2-TZVPD basis.

Structure (ORCA input):
```
! wB97M-V def2-TZVPD RIJCOSX def2/J DEFGRID3
* xyz 0 1
C 0.984 -1.376 -1.278
C 0.785 0.045 -0.700
C 0.800 1.258 -1.412
C 2.064 2.002 -1.386
C -0.558 -0.194 -0.031
H 1.204 -1.930 -0.271
H 0.123 -1.838 -1.948
H 1.875 -1.410 -2.149
H -0.292 1.532 -1.976
H 2.681 1.677 -0.591
H 2.265 3.000 -1.933
H -1.609 -0.659 -0.651
H -2.322 -0.284 2.911
N -0.723 0.177 1.265
F 1.721 -0.168 0.246
S -2.425 -0.639 1.524
*
```

Values from the calculation:
* HOMO level: -9.027 eV
* structure (SMILES): C=C[C@@](C)(F)/C=N/S
* energy: -747.9045 a.u.
* HOMO-LUMO gap: 9.418 eV